Below is C3H7NO in the gas phase, with properties calculated with wB97M-V/def2-TZVPD.

Charge = 0
SMILES = C/N=C/CO
Strongest force on any atom = 0.013 Eh/bohr
HOMO-LUMO gap = 10.390 eV
Calculated total energy = -6760.1380 eV

Element x y z (Å)
O (0.1847, -0.0525, 2.0262)
N (-0.3535, -0.7636, -0.2939)
C (0.5471, -0.9705, -1.3858)
C (-0.4190, 0.9440, 1.2596)
C (-0.7323, 0.4282, -0.1211)
H (-1.2419, 1.4209, 1.7925)
H (0.3355, 1.7164, 1.0031)
H (-0.9156, 1.1395, -0.9447)
H (0.5995, -2.0203, -1.6397)
H (0.1001, -0.8587, 1.4740)
H (1.4953, -0.6704, -0.9190)
H (0.4002, -0.3130, -2.2511)

Löwdin charges, unit e, in atom order:
1. O -0.080
2. N -0.059
3. C -0.122
4. C -0.260
5. C -0.158
6. H 0.113
7. H 0.129
8. H 0.124
9. H 0.071
10. H 0.066
11. H 0.095
12. H 0.080